{
  "formula": "C11H16NO2P",
  "method": "ωB97M-V with the def2-TZVPD basis set",
  "smiles": "C/C=C(/N(C)C)[P@@](=O)(O)c1ccccc1",
  "total_charge": 0,
  "molar_mass_g_mol": 225.23,
  "e_above_lowest_kcal_mol": 0.0,
  "e_lumo_ev": 0.69,
  "homo_lumo_gap_ev": 9.41,
  "species": ["C", "C", "C", "N", "C", "C", "P", "O", "O", "C", "C", "C", "C", "C", "C", "H", "H", "H", "H", "H", "H", "H", "H", "H", "H", "H", "H", "H", "H", "H", "H"],
  "positions_angstrom": [[1.262, -0.885, 2.821], [1.803, -0.832, 1.436], [1.392, -0.008, 0.473], [1.953, 0.072, -0.825], [3.282, -0.472, -0.999], [1.051, -0.348, -1.883], [0.152, 1.324, 0.734], [0.036, 1.915, 2.069], [0.620, 2.447, -0.310], [-1.455, 0.704, 0.120], [-1.839, -0.602, 0.381], [-3.091, -1.043, -0.009], [-3.958, -0.176, -0.656], [-3.578, 1.133, -0.905], [-2.327, 1.576, -0.512], [2.071, -0.767, 3.541], [0.526, -0.107, 2.985], [0.804, -1.859, 3.001], [2.589, -1.548, 1.224], [3.306, -1.570, -0.995], [3.668, -0.128, -1.959], [3.927, -0.097, -0.207], [0.945, -1.441, -1.923], [0.061, 0.080, -1.732], [1.444, -0.007, -2.843], [1.107, 2.081, -1.055], [-1.150, -1.264, 0.888], [-3.393, -2.060, 0.192], [-4.935, -0.521, -0.961], [-4.259, 1.809, -1.402], [-2.015, 2.596, -0.689]],
  "forces_ev_per_a": [[-0.036, 0.024, 0.085], [-0.048, -0.033, -0.038], [-0.309, 0.337, 0.026], [0.236, 0.013, -0.182], [0.028, 0.081, -0.010], [-0.012, -0.097, -0.218], [-0.270, 0.064, -0.289], [-0.013, -0.155, 0.532], [-0.381, 0.021, 0.014], [0.681, 0.271, 0.304], [0.034, -0.019, -0.003], [-0.047, -0.114, 0.028], [-0.042, -0.020, -0.009], [-0.064, 0.048, -0.036], [0.020, 0.107, -0.057], [-0.008, 0.009, 0.107], [-0.048, 0.048, 0.178], [0.005, -0.072, 0.046], [0.079, 0.010, -0.175], [-0.010, -0.037, 0.025], [0.034, -0.060, 0.008], [0.059, -0.035, 0.005], [-0.040, -0.014, 0.026], [0.007, -0.047, -0.122], [-0.050, -0.020, -0.022], [0.358, -0.182, -0.136], [0.019, -0.146, 0.028], [-0.022, -0.070, 0.009], [-0.072, -0.029, -0.027], [-0.045, 0.047, -0.032], [-0.042, 0.069, -0.067]]
}